Run 1
20
Properties=species:S:1:pos:R:3 method="wB97M-V/def2-TZVPD" e_homo_ev=-8.93 smiles=NCCNCN.O total_charge=0
N -0.916 -1.709 1.028
C -0.263 -0.609 1.717
C -0.397 0.759 1.071
N 0.406 0.939 -0.155
C 1.665 0.256 -0.482
N 1.643 -0.408 -1.777
H -0.553 -1.754 0.083
H -1.898 -1.489 0.893
H 0.805 -0.809 1.740
H -0.508 -0.583 2.777
H -1.413 1.050 0.833
H -0.063 1.488 1.819
H 0.522 1.925 -0.316
H 1.975 -0.462 0.252
H 2.402 1.047 -0.613
H 0.978 -1.174 -1.712
H 1.276 0.253 -2.453
O -2.265 0.486 -1.413
H -1.552 1.122 -1.550
H -1.844 -0.326 -1.742

Run 2
20
Properties=species:S:1:pos:R:3 method="wB97M-V/def2-TZVPD" e_homo_ev="-7.53 / -7.53" total_charge=0
C -1.342 0.934 -0.088
C -2.771 0.446 -0.330
N -0.635 0.188 0.953
H -0.477 -0.793 0.705
H -1.065 0.288 1.868
H -1.347 1.991 0.195
H -0.746 0.830 -0.993
H -3.388 0.557 0.566
H -3.237 1.017 -1.136
H -2.773 -0.607 -0.619
C 1.485 0.669 0.869
N 1.278 -0.614 -0.800
N 2.595 -0.714 -1.113
O 0.840 -1.928 -0.086
H 0.432 -2.431 -0.803
H 3.196 -1.026 -0.344
H 2.781 -1.267 -1.947
H 1.104 1.352 1.621
H 2.029 1.226 0.119
H 2.041 -0.121 1.362

Which one is the most stable? From the structures above, run 1.